Entry from the OMol25 dataset: a cluster of 2 separate species, C4H10S in total in a non-equilibrium geometry (ωB97M-V/def2-TZVPD).

XYZ file:
```
15
Properties=species:S:1:pos:R:3:forces:R:3:lowdin_charge:R:1
C -0.599893 2.163205 -0.969525 0.0 -1.1 -1.1 -0.03
C -0.826450 0.924709 -0.417971 0.9 2.8 -0.2 -0.25
C -1.560245 -0.210953 -1.080890 -0.6 -0.4 -0.3 -0.14
H -0.296686 3.085680 -0.457385 0.4 -0.9 0.4 0.04
H -0.595430 2.368051 -2.087833 -0.9 -0.6 1.3 0.07
H -0.356132 0.810667 0.592210 -1.2 -0.1 -0.7 0.07
H -2.253153 0.121117 -1.920544 1.0 -0.2 1.1 0.09
H -0.834531 -0.920918 -1.539015 -0.6 0.1 0.4 0.06
H -2.211508 -0.729916 -0.304258 0.9 0.4 -1.1 0.09
C 1.842632 -0.948212 1.745013 0.1 -0.7 -1.4 -0.37
S 1.462473 -2.535312 0.673766 1.9 0.6 2.2 0.61
H 1.977193 -1.318086 2.765191 0.2 0.2 -0.3 0.01
H 2.759165 -0.479755 1.290810 -1.0 -0.5 0.8 0.03
H 1.005856 -0.230029 1.730110 0.4 -0.6 -0.1 0.00
H 0.486710 -2.100249 -0.019678 -1.5 0.9 -1.0 -0.29
```
Positions in Å, forces in eV/Å.

Relative energy (zero: lowest compared OMol25 entry of this formula, charge and spin) ... 1.8033 eV
E_HOMO ... -9.2 eV
Largest force on an atom ... 2.9 eV/Å
E ... -15143.5641 eV
Gap between HOMO and LUMO ... 10.11 eV
Multiplicity ... 1
SMILES string ... C=CC.CS
E_LUMO ... 0.94 eV